# 1
C5H9NO in the gas phase. Source: the OMol25 dataset; level of theory: the ωB97M-V functional and the def2-TZVPD basis.

XYZ file:
```
16
C5H9NO (the ωB97M-V functional and the def2-TZVPD basis)
O 1.6013 0.7424 0.1567
N 1.0236 -1.4725 -0.7210
C 0.9076 -0.1216 -0.6854
C -0.5129 1.9437 -0.4880
C 0.1339 0.7484 0.1688
C -0.4557 0.3035 1.4863
C 0.0345 -2.3603 -0.7332
H -1.5851 1.7511 -0.6129
H 0.0735 -0.5658 1.8858
H -1.5151 0.0447 1.3698
H -0.0764 2.1013 -1.4772
H 1.9547 -1.8042 -0.9568
H -0.3917 1.1170 2.2190
H 0.1352 -3.2588 -1.3254
H -0.3914 2.8519 0.1105
H -0.9359 -2.0206 -0.3970
```

Computed properties:
2S+1 = 1
Calculated total energy = -325.7704 a.u.
HOMO energy (spin up / spin down) = -0.2574 / -0.2644 hartree
ΔE to the lowest compared entry with this formula, charge and spin = 439.0 kJ/mol
Kohn-Sham gap (spin up / spin down) = 7.67 / 8.02 eV

# 2
An isolated ion of composition C15H21N2O and charge +1 in a non-equilibrium geometry. Source: the OMol25 dataset; level of theory: the ωB97M-V functional and the def2-TZVPD basis.

XYZ file:
```
39
C15H21N2O (the ωB97M-V functional and the def2-TZVPD basis)
O -2.4202 0.5456 -2.0919
N -1.3248 1.7194 -0.4280
N -1.4682 1.6589 1.7839
C -0.4228 2.6327 1.5129
C -3.0968 0.8872 3.4323
C -0.7085 2.0205 -2.8108
C -0.8613 -0.2500 3.1799
C -5.8522 0.6262 3.6421
C -1.5622 1.3613 -1.7688
C -1.9690 1.1682 0.6359
C -3.8720 2.0209 3.6807
C -3.1098 0.2638 0.5717
C -5.0526 -0.5170 3.5982
C -5.2593 1.8835 3.7887
C -1.0115 2.0313 4.1216
C -3.6612 -0.3894 3.5457
C -1.6173 1.0746 3.0875
C -0.3016 2.6684 0.0164
H -0.7149 3.6203 1.8787
H 0.5312 2.3666 1.9992
H 0.1864 -0.0894 2.8996
H -0.9953 3.0783 3.7915
H -1.3747 2.4469 -3.5684
H -3.3382 0.0374 -0.4706
H -6.9400 0.5223 3.6357
H -1.5899 1.9799 5.0557
H -2.8925 -0.6697 1.1100
H -5.4836 -1.5163 3.5774
H -3.9885 0.7232 1.0514
H 0.0064 1.7121 4.3728
H -3.3970 2.9924 3.8490
H -5.8719 2.7627 3.9641
H -1.2894 -1.0316 2.5434
H 0.7037 2.3720 -0.2974
H -0.0450 2.7976 -2.4348
H -0.5035 3.6679 -0.3860
H -3.0330 -1.2851 3.5590
H -0.9085 -0.5751 4.2317
H -0.1113 1.2498 -3.3121
```

Computed properties:
2S+1 = 1
Calculated total energy = -768.7080 a.u.
HOMO energy = -0.4529 hartree
SMILES = CC(=O)[N+]1=C(C)N(C(C)(C)c2ccccc2)CC1
ΔE to the lowest compared entry with this formula, charge and spin = 0.0 kJ/mol
Kohn-Sham gap = 8.69 eV
Charge = +1